[1]
2 unconnected molecules or ions with the total composition C4H11N2S at a distorted geometry, computed with the ωB97M-V functional and the def2-TZVPD basis.

CARTESIAN COORDINATES (ANGSTROEM)
C: 4.203 0.651 0.608
C: 3.306 -0.564 0.240
C: -3.597 -0.954 -1.043
C: -2.137 0.625 0.199
N: -0.915 0.941 0.701
N: -2.405 -0.389 -0.677
S: 1.738 -0.703 0.071
H: 3.621 1.497 0.839
H: 4.784 0.287 1.528
H: 3.768 -1.547 0.180
H: -3.393 -2.132 -1.048
H: -4.453 -0.657 -0.425
H: -3.915 -0.647 -2.001
H: -3.045 1.014 0.687
H: -0.801 1.733 1.300
H: 0.013 0.602 0.217
H: -1.558 -0.767 -1.128
H: 4.786 1.010 -0.250

Output
LUMO: -3.74 eV
HOMO: -12.4 eV
HOMO-LUMO gap: 0.320 hartree
ΔE to the lowest compared entry with this formula, charge and spin: 142.4 kJ/mol
Molecular weight: 119.21 g/mol
Net charge: +1

The molecule's natural (NBO) atomic charges, reported in e, are given here: C -0.678; C -0.198; C -0.424; C 0.395; N -0.748; N -0.505; S 0.012; H 0.225; H 0.255; H 0.211; H 0.239; H 0.234; H 0.225; H 0.224; H 0.432; H 0.421; H 0.417; H 0.261

---

[2]
2 unconnected molecules or ions with the total composition C4H11N2S at a distorted geometry, computed with the ωB97M-V functional and the def2-TZVPD basis.

CARTESIAN COORDINATES (ANGSTROEM)
C: -1.374 2.338 -2.181
C: -2.148 1.456 -1.645
C: 0.455 -2.040 1.326
C: 1.265 -0.794 0.917
N: 1.464 0.172 1.759
N: 1.663 -0.962 -0.322
S: -1.481 0.377 -0.342
H: -1.809 2.946 -3.097
H: -0.366 2.441 -1.988
H: -3.221 1.490 -1.733
H: 0.715 -2.264 2.406
H: -0.620 -1.818 1.216
H: 0.805 -2.957 0.807
H: 1.245 0.054 2.706
H: 2.043 1.006 1.386
H: -2.599 0.686 0.441
H: 1.625 -1.856 -0.841
H: 2.337 -0.275 -0.815

Output
LUMO: -3.33 eV
HOMO: -12.1 eV
HOMO-LUMO gap: 0.324 hartree
ΔE to the lowest compared entry with this formula, charge and spin: 118.9 kJ/mol
Molecular weight: 119.21 g/mol
Net charge: +1

The molecule's natural (NBO) atomic charges, reported in e, are given here: C -0.375; C -0.308; C -0.681; C 0.584; N -0.705; N -0.728; S -0.125; H 0.226; H 0.192; H 0.229; H 0.245; H 0.278; H 0.251; H 0.442; H 0.437; H 0.166; H 0.450; H 0.423

---

[3]
A single C4H11N3 molecule at a distorted geometry, computed with the ωB97M-V functional and the def2-TZVPD basis.

CARTESIAN COORDINATES (ANGSTROEM)
H: 1.954 2.878 -2.067
N: 1.193 2.386 -2.650
C: 0.624 1.359 -2.034
N: 0.914 1.113 -0.707
C: -0.221 0.441 -0.001
C: 0.052 -0.592 1.166
C: -1.181 -1.348 1.676
N: -1.003 -2.807 1.901
H: -0.267 0.684 -2.527
H: 1.473 1.827 -0.188
H: -0.474 -0.282 -0.733
H: -1.049 1.066 0.381
H: 0.628 -1.468 0.669
H: 0.592 -0.007 1.985
H: -1.416 -0.979 2.724
H: -2.048 -1.115 1.012
H: -1.510 -3.138 2.845
H: -1.255 -3.467 1.256

Output
SMILES: [H]/N=C\NCCCN
LUMO: 0.91 eV
HOMO: -8.8 eV
HOMO-LUMO gap: 0.358 hartree
ΔE to the lowest compared entry with this formula, charge and spin: 317.8 kJ/mol
Molecular weight: 101.15 g/mol
Net charge: 0

The molecule's natural (NBO) atomic charges, reported in e, are given here: H 0.325; N -0.720; C 0.279; N -0.635; C -0.222; C -0.415; C -0.226; N -0.854; H 0.191; H 0.392; H 0.194; H 0.180; H 0.218; H 0.203; H 0.196; H 0.173; H 0.362; H 0.360

---

[4]
A single C4H11N3 molecule at a distorted geometry, computed with the ωB97M-V functional and the def2-TZVPD basis.

CARTESIAN COORDINATES (ANGSTROEM)
H: 2.587 -0.531 -2.887
N: 2.212 -0.971 -2.049
C: 1.252 -0.219 -1.612
N: 0.220 0.236 -2.427
N: 1.020 -0.145 -0.275
C: -0.011 0.672 0.411
C: -0.354 0.009 1.742
C: -1.835 -0.326 1.893
H: -0.182 1.132 -2.212
H: 0.156 -0.241 -3.309
H: 1.849 -0.362 0.258
H: -0.844 0.586 -0.286
H: 0.413 1.673 0.493
H: 0.195 -0.931 1.832
H: 0.022 0.555 2.611
H: -2.260 -0.746 0.981
H: -2.422 0.580 2.086
H: -2.017 -0.971 2.749

Output
SMILES: [H]/N=C(\N)NCCC
LUMO: 0.87 eV
HOMO: -8.2 eV
HOMO-LUMO gap: 0.335 hartree
ΔE to the lowest compared entry with this formula, charge and spin: 137.1 kJ/mol
Molecular weight: 101.15 g/mol
Net charge: 0

The molecule's natural (NBO) atomic charges, reported in e, are given here: H 0.337; N -0.837; C 0.590; N -0.870; N -0.604; C -0.227; C -0.416; C -0.600; H 0.387; H 0.410; H 0.397; H 0.205; H 0.191; H 0.213; H 0.205; H 0.206; H 0.200; H 0.214